# 1
C22H32BFeN6O4S3SeSi | wB97M-V/def2-TZVPD

Atoms and positions in Å:
Fe1 0.924246 0.438105 -0.644868
C1 1.008653 -2.845556 -1.412439
N1 -0.410344 -2.960630 -1.692072
C2 -1.116185 -4.141696 -1.734450
C3 -2.396016 -3.808720 -2.011111
N2 -2.477438 -2.441963 -2.121237
B1 -3.900277 -1.785901 -2.397824
N3 -4.003698 -0.389422 -1.780477
C4 -4.200228 0.781770 -2.483703
C5 -4.198304 1.803411 -1.604251
N4 -4.008024 1.251024 -0.352379
C6 -3.818559 2.007944 0.870353
C7 -3.866313 -0.097775 -0.460781
S1 -3.627915 -1.189483 0.818438
C8 -1.261078 -1.931881 -1.927458
S2 -0.763125 -0.288943 -2.181586
H1 1.459755 -3.826851 -1.548047
H2 1.191873 -2.487454 -0.400097
H3 1.456717 -2.140847 -2.110943
H4 -0.644858 -5.092862 -1.564389
H5 -3.273373 -4.420626 -2.112483
H6 -4.034305 -1.709260 -3.607793
H7 -4.712130 -2.529719 -1.892771
H8 -4.328316 0.777828 -3.550701
H9 -4.324210 2.862602 -1.741778
H10 -4.333352 2.962965 0.788015
H11 -2.762080 2.190005 1.053684
H12 -4.218151 1.439114 1.705331
O1 1.835781 -0.739912 0.540984
N5 3.035923 -0.629284 1.197127
C9 3.059793 -0.163349 2.500575
C10 4.249870 0.153448 3.077327
C11 5.469843 0.063983 2.362406
C12 5.382498 -0.300632 0.997378
C13 4.187372 -0.613508 0.431513
H13 2.100916 -0.092973 2.990684
H14 4.234722 0.490895 4.105628
H15 6.410788 0.340317 2.814107
H16 6.264716 -0.325637 0.369788
H17 4.044855 -0.866889 -0.606778
C14 5.569657 1.183730 -2.644932
Si1 3.801617 1.055976 -3.272565
C15 3.503405 -0.749058 -3.690622
C16 3.705919 2.013154 -4.882279
Se1 2.379216 1.957078 -1.814516
H18 6.268257 1.227703 -3.487021
H19 5.830429 0.319469 -2.028995
H20 5.704151 2.077040 -2.032981
H21 4.273591 -1.092344 -4.389805
H22 2.524711 -0.890650 -4.155751
H23 3.551221 -1.378649 -2.798367
H24 4.435050 1.626051 -5.601893
H25 3.911677 3.072525 -4.713545
H26 2.706639 1.932243 -5.315020
N6 -0.566287 -0.201982 2.737857
C17 -0.834761 1.170542 2.841736
C18 -0.198517 2.118384 2.043150
C19 -0.480174 3.472210 2.170190
C20 -1.411977 3.917717 3.099385
C21 -2.042540 2.980152 3.906399
C22 -1.752848 1.629642 3.783941
S3 -1.872296 5.650962 3.156183
O2 -2.910616 5.716129 4.177986
O3 -0.647057 6.357880 3.501791
O4 -2.347685 5.928712 1.805722
H27 -1.395425 -0.758440 2.889460
H28 -0.127254 -0.478930 1.869166
H29 0.468378 1.820150 1.236909
H30 -0.005039 4.191952 1.514591
H31 -2.779670 3.331842 4.616537
H32 -2.269995 0.901730 4.401033

Cartesian forces (eV/Å) of the 6 atoms listed first:
0.2442 -0.6049 -0.4979
-0.0841 -0.0946 -0.0457
0.1019 -0.0390 0.1311
-0.0115 0.0326 -0.0704
0.0687 0.0544 0.1341
-0.3188 -0.1649 0.0810

Properties
Multiplicity: 6
Kohn-Sham gap (alpha / beta) (Ha): 0.1837 / 0.2476
Total charge: -2
Maximum force (hartree/bohr): 0.0160
Expectation value of S²: 8.7815
Calculated total energy (hartree): -6661.27074
Relative energy (zero: lowest compared OMol25 entry of this formula, charge and spin) (kcal/mol): 22.1

=====

# 2
C22H32BaFN4O6 | wB97M-V/def2-TZVPD

Atoms and positions in Å:
Ba1 -0.542535 -0.145965 0.316853
F1 -0.142537 1.853411 -0.688324
C1 -1.548237 -3.410850 4.255285
O1 -0.333205 -3.883716 3.555950
C2 -0.096408 -3.574797 2.305586
O2 -0.426795 -2.596458 1.697220
O3 0.602777 -4.630955 1.763644
C3 1.700562 -4.266642 1.012735
H1 -1.821550 -2.323710 4.257987
H2 -1.393662 -3.808214 5.246171
H3 -2.361755 -3.980362 3.837999
H4 2.228322 -5.170895 0.766747
H5 2.336059 -3.552151 1.531218
H6 1.404649 -3.876054 0.055478
C4 0.365581 -0.407290 4.233159
O4 0.228293 0.982879 4.035298
C5 0.824053 1.430647 2.935466
O5 1.323561 0.715518 2.061912
O6 0.665557 2.739328 2.925815
C6 1.145835 3.484893 1.781177
H7 -0.034269 -1.006314 3.375220
H8 -0.114659 -0.704850 5.168847
H9 1.423797 -0.609107 4.325011
H10 1.323410 4.485041 2.174120
H11 0.293465 3.362321 1.031903
H12 2.057719 3.009670 1.400929
N1 -2.270121 2.277690 1.930337
C7 -2.726324 2.375802 0.666430
C8 -3.608748 1.365196 0.505263
C9 -3.650619 0.547733 1.674024
C10 -2.827915 1.230300 2.596724
H13 -1.593764 2.850018 2.313856
H14 -2.277662 3.073072 -0.053110
H15 -4.260196 1.055598 -0.314591
H16 -4.305070 -0.372661 1.902405
H17 -2.512208 0.931868 3.637039
N2 2.118205 -0.566851 -2.959586
C11 2.059931 0.233272 -1.840568
C12 2.471050 -0.514221 -0.789205
C13 2.977536 -1.802598 -1.333013
C14 2.740261 -1.738165 -2.677506
H18 1.982151 -0.045504 -3.876053
H19 1.690295 1.250594 -1.933481
H20 2.499136 -0.118422 0.202621
H21 3.272539 -2.601965 -0.715485
H22 2.856779 -2.581488 -3.316151
N3 0.767921 3.418553 -2.867187
C15 0.369118 2.620671 -3.964114
C16 1.128066 2.952652 -5.039598
C17 2.054775 3.938624 -4.557806
C18 1.828673 4.182209 -3.218037
H23 0.401754 3.288748 -1.918944
H24 -0.398990 1.862584 -3.834141
H25 1.091304 2.626171 -6.065167
H26 2.789298 4.375114 -5.240588
H27 2.114620 4.879747 -2.494282
N4 -0.480796 -1.804967 -2.296965
C19 -1.125786 -0.774699 -2.946745
C20 -2.410400 -0.719738 -2.543188
C21 -2.599514 -1.763241 -1.560595
C22 -1.424308 -2.439972 -1.525428
H28 0.468560 -2.074118 -2.294146
H29 -0.556601 -0.224577 -3.691553
H30 -3.123601 0.000854 -2.909503
H31 -3.502219 -2.033397 -1.074381
H32 -1.135154 -3.275861 -0.940992

Cartesian forces (eV/Å) of the 6 atoms listed first:
-0.6488 -0.1433 -0.4180
0.0521 0.6156 -0.0169
0.1432 -0.1095 -0.2756
-0.9722 0.7878 0.4912
0.7545 -2.5487 -0.0840
-0.2279 0.9455 -0.3081

Properties
Kohn-Sham gap (Ha): 0.2975
Total charge: +1
Maximum force (hartree/bohr): 0.0676
Calculated total energy (hartree): -1653.20497

=====

# 3
C22H32Br6O10 | wB97M-V/def2-TZVPD

Atoms and positions in Å:
O1 -13.988655 11.483046 3.677251
C1 -13.187422 12.155150 3.095514
O2 -12.391372 13.090031 3.792255
C2 -11.474165 13.735044 2.849879
C3 -12.013201 13.459755 1.423005
C4 -12.938795 12.240689 1.628314
H1 -10.478169 13.293881 2.924348
H2 -11.316618 14.788105 2.992459
H3 -11.216548 13.251280 0.703049
H4 -12.643417 14.272739 1.001211
H5 -12.576780 11.286118 1.268214
H6 -13.823060 12.330943 1.049107
O3 -14.709187 10.250390 0.264755
C5 -15.386043 9.532838 -0.394462
O4 -14.972027 9.143604 -1.615819
C6 -16.007867 8.402234 -2.273803
C7 -17.292688 8.655562 -1.440618
C8 -16.784248 9.046727 -0.054047
H7 -15.711826 7.354517 -2.332478
H8 -15.937312 8.745537 -3.313460
H9 -17.963639 7.788243 -1.316334
H10 -17.864764 9.400267 -1.915635
H11 -16.677119 8.193505 0.603035
H12 -17.263911 9.879267 0.424419
O5 -20.000516 14.969229 7.004165
C9 -19.167688 14.156189 7.198143
O6 -18.678438 13.403907 6.100374
C10 -17.802259 12.389335 6.662359
C11 -17.379137 12.792819 8.080342
C12 -18.525006 13.736985 8.536573
H13 -16.965787 12.203318 5.960657
H14 -18.376263 11.478792 6.770399
H15 -16.401730 13.292726 8.102571
H16 -17.185557 11.898161 8.710668
H17 -18.131265 14.637427 8.961725
H18 -19.193006 13.204349 9.249283
O7 -20.427326 9.233888 1.123096
C13 -19.821961 8.882330 2.125168
O8 -18.969328 9.737762 2.763755
C14 -18.360109 9.065741 3.837315
C15 -19.323402 7.991906 4.215410
C16 -19.884032 7.602691 2.849805
H19 -18.137914 9.850547 4.642733
H20 -17.424163 8.711391 3.448104
H21 -20.156894 8.340468 4.863738
H22 -18.852362 7.119494 4.747091
H23 -20.889888 7.175025 2.829601
H24 -19.187385 6.918391 2.371638
O9 -21.178848 11.659628 6.615700
C17 -21.509981 11.799481 5.487284
O10 -21.298352 10.753882 4.580180
C18 -22.140233 10.879244 3.393426
C19 -22.489630 12.359093 3.329488
C20 -22.085932 12.928673 4.707192
H25 -23.025413 10.289637 3.445200
H26 -21.583307 10.472485 2.572140
H27 -23.485951 12.441221 3.175684
H28 -21.934020 12.863797 2.563663
H29 -22.957564 13.318598 5.289744
H30 -21.314223 13.733065 4.654308
C21 -15.712686 16.481790 4.141706
Br1 -15.556598 18.066819 3.065444
Br2 -17.139557 16.579507 5.402512
Br3 -14.040708 15.872524 4.795449
H31 -15.963589 15.695844 3.452210
C22 -17.051401 12.989283 1.144358
Br4 -15.658960 14.309832 1.047693
Br5 -18.281044 13.215661 -0.360243
Br6 -17.989850 13.057529 2.876288
H32 -16.586443 12.009739 1.045543

Cartesian forces (eV/Å) of the 6 atoms listed first:
0.3967 0.1145 -0.0366
-0.2527 1.0820 1.0004
0.1606 -0.2194 -1.5168
-0.0583 -0.9628 -0.9779
-0.7234 -0.3930 0.0097
1.2513 0.2611 -0.2864

Properties
Kohn-Sham gap (Ha): 0.3674
Total charge: 0
Maximum force (hartree/bohr): 0.0625
Calculated total energy (hartree): -17053.98849
Relative energy (zero: lowest compared OMol25 entry of this formula, charge and spin) (kcal/mol): 0.0